# 1
Density functional theory data (wB97M-V/def2-TZVPD) for a structure of composition C16H26ClF6N5NiO7S2.

Element x y z (Å)
Ni: -0.45 0.14 0.42
C: -0.23 0.44 4.54
F: 0.37 0.45 5.71
F: -0.38 -0.84 4.22
F: -1.38 1.05 4.60
S: 0.86 1.33 3.24
O: 0.13 2.49 2.82
O: 2.12 1.60 3.87
N: 0.91 0.25 1.86
S: 2.12 -0.78 2.13
O: 2.32 -1.26 3.48
O: 2.07 -1.83 1.14
C: 3.73 0.20 1.70
F: 4.47 0.29 2.78
F: 4.42 -0.52 0.81
F: 3.48 1.38 1.17
Cl: -2.44 0.31 1.69
C: -0.12 -4.08 1.58
C: -1.05 -3.19 0.80
O: -0.72 -2.06 0.48
N: -2.24 -3.70 0.43
C: -3.25 -2.98 -0.35
H: -0.52 -5.07 1.79
H: 0.11 -3.56 2.52
H: 0.83 -4.19 1.07
H: -2.58 -4.56 0.84
H: -2.82 -2.58 -1.26
H: -3.71 -2.18 0.22
H: -3.99 -3.72 -0.66
C: 2.70 1.49 -2.22
C: 2.28 0.15 -1.68
O: 1.30 0.02 -0.94
N: 2.92 -0.91 -2.17
C: 2.68 -2.30 -1.79
H: 3.23 1.41 -3.17
H: 3.34 1.91 -1.44
H: 1.86 2.16 -2.38
H: 3.79 -0.81 -2.66
H: 1.75 -2.66 -2.23
H: 2.74 -2.47 -0.72
H: 3.45 -2.88 -2.30
C: 1.22 3.95 0.29
C: -0.16 3.38 0.05
O: -0.35 2.17 0.02
N: -1.16 4.27 0.00
C: -2.55 3.83 0.02
H: 1.77 3.29 0.95
H: 1.24 4.99 0.62
H: 1.77 3.97 -0.65
H: -0.90 5.23 -0.11
H: -3.21 4.66 0.25
H: -2.73 2.98 0.68
H: -2.79 3.54 -1.01
N: -1.48 -0.06 -1.50
C: -1.07 -0.85 -2.52
C: -1.79 -1.17 -3.66
C: -3.05 -0.61 -3.76
C: -3.50 0.23 -2.77
C: -2.69 0.48 -1.67
H: -0.11 -1.32 -2.41
H: -1.35 -1.79 -4.42
H: -3.64 -0.90 -4.62
H: -4.48 0.69 -2.83
H: -3.08 1.11 -0.88

The value obtained for the lowest unoccupied orbital energy (alpha / beta) is 0.32 / 0.33 eV. Its spin multiplicity is 3. The net charge is 0. As for the electronic energy: -130340.305 eV. As for the highest occupied orbital energy (alpha / beta): -8.64 / -8.58 eV. The relative energy (zero: lowest compared OMol25 entry of this formula, charge and spin) is 5.4 kJ/mol. Its HOMO-LUMO gap (alpha / beta) is 8.97 / 8.91 eV. As for the expectation value of S²: 2.0037.

# 2
Density functional theory data (wB97M-V/def2-TZVPD) for the ion C4H8ClO4S with charge -1.

Element x y z (Å)
C: 1.88 -0.26 0.32
C: 0.50 -0.80 0.79
Cl: 0.46 -0.85 2.59
C: -0.61 0.01 0.27
C: -0.60 1.52 0.32
O: -1.92 -0.76 0.85
S: -0.65 -0.28 -1.60
O: 0.31 0.62 -2.11
O: -2.04 0.02 -1.98
O: -0.36 -1.66 -1.75
H: 2.31 0.64 0.97
H: 2.46 -1.13 0.50
H: 2.01 0.04 -0.68
H: 0.52 -1.96 0.52
H: -1.38 2.14 -0.11
H: 0.29 1.65 -0.30
H: -0.71 1.89 1.39
H: -2.48 -0.84 0.02

The value obtained for the lowest unoccupied orbital energy is 3.42 eV. Its SMILES is C[C@@H](Cl)[C@](C)(O)S(=O)(=O)[O-]. The net charge is -1. As for the electronic energy: -35826.125 eV. As for the highest occupied orbital energy: -5.57 eV. The relative energy (zero: lowest compared OMol25 entry of this formula, charge and spin) is 100.9 kJ/mol. Its HOMO-LUMO gap is 8.99 eV.

# 3
Density functional theory data (wB97M-V/def2-TZVPD) for a structure of composition C27H41BrN5OSiSr.

Element x y z (Å)
Sr: -0.06 -0.34 -1.65
O: 1.93 -6.73 3.86
C: 1.78 -5.43 3.49
C: 2.05 -4.38 4.37
C: 1.87 -3.09 3.89
N: 1.47 -2.79 2.66
C: 1.22 -3.81 1.84
Br: 0.64 -3.38 0.08
C: 1.37 -5.15 2.21
H: 2.22 -6.77 4.77
H: 2.37 -4.56 5.38
H: 2.07 -2.24 4.54
H: 1.15 -5.94 1.51
C: 3.87 -1.75 -1.25
C: 3.43 -0.53 -0.50
C: 4.35 0.37 0.02
C: 3.89 1.42 0.80
C: 2.53 1.58 0.97
C: 1.65 0.70 0.31
N: 2.11 -0.42 -0.33
N: 0.29 0.99 0.29
Si: 0.09 2.17 -0.94
C: 1.56 1.82 -2.27
C: 0.60 4.00 -0.63
C: -1.11 2.00 -2.49
H: 4.81 -1.58 -1.78
H: 3.10 -2.06 -1.95
H: 4.02 -2.58 -0.55
H: 5.41 0.22 -0.17
H: 4.58 2.12 1.25
H: 2.11 2.40 1.52
H: 2.57 1.90 -1.87
H: 1.43 2.70 -2.91
H: 1.53 0.96 -2.98
H: 1.68 4.03 -0.75
H: 0.34 4.41 0.34
H: 0.15 4.66 -1.39
H: -2.10 1.56 -2.52
H: -0.51 1.72 -3.36
H: -1.33 3.07 -2.61
C: -1.41 -3.34 -4.57
C: -0.78 -3.58 -3.16
C: 0.45 -4.50 -3.39
C: -1.84 -4.38 -2.33
N: -0.42 -2.35 -2.55
H: -1.77 -4.26 -5.04
H: -0.66 -2.87 -5.21
H: -2.25 -2.64 -4.46
H: 0.34 -5.17 -4.26
H: 0.65 -5.13 -2.52
H: 1.32 -3.86 -3.56
H: -2.54 -4.95 -2.95
H: -2.41 -3.66 -1.74
H: -1.36 -5.08 -1.64
C: -2.65 1.58 3.21
N: -2.21 3.03 3.21
C: -1.42 3.46 4.39
C: -1.46 3.40 1.96
C: -2.32 3.47 0.74
C: -2.64 4.71 0.16
C: -3.55 4.79 -0.87
C: -4.20 3.64 -1.32
C: -3.89 2.41 -0.76
C: -2.93 2.32 0.23
H: -3.07 1.42 4.21
H: -1.72 1.01 3.12
H: -2.72 1.38 0.72
H: -3.07 3.57 3.19
H: -0.48 2.90 4.37
H: -1.97 3.19 5.28
H: -1.22 4.53 4.36
H: -0.65 2.67 1.85
H: -1.03 4.39 2.15
H: -2.16 5.61 0.54
H: -3.77 5.75 -1.33
H: -4.94 3.71 -2.11
H: -4.38 1.51 -1.11

The value obtained for the lowest unoccupied orbital energy is 2.20 eV. The net charge is -1. As for the electronic energy: -116914.113 eV. As for the highest occupied orbital energy: -1.57 eV. The relative energy (zero: lowest compared OMol25 entry of this formula, charge and spin) is 438.0 kJ/mol. Its HOMO-LUMO gap is 3.77 eV.

# 4
Density functional theory data (wB97M-V/def2-TZVPD) for the ion C5H7N4 with charge +1.

Element x y z (Å)
N: -3.34 -0.17 0.11
C: -2.30 0.17 -0.23
C: -0.94 0.47 -0.58
N: -0.39 1.69 0.45
C: 0.86 1.75 0.43
C: 1.75 0.83 -0.27
C: 1.29 -0.37 -0.61
N: -0.09 -0.68 -0.50
N: -0.41 -1.59 0.59
H: -0.89 0.92 -1.58
H: 1.30 2.52 1.06
H: 2.78 1.10 -0.42
H: 1.90 -1.18 -1.00
H: -1.43 -1.81 0.54
H: -0.22 -1.21 1.54
H: 0.13 -2.46 0.47

The value obtained for the lowest unoccupied orbital energy is -4.53 eV. Its SMILES is N#C[C@H]1N=CC=CN1[NH3+]. The net charge is +1. As for the electronic energy: -11248.614 eV. As for the highest occupied orbital energy: -14.02 eV. The relative energy (zero: lowest compared OMol25 entry of this formula, charge and spin) is 226.9 kJ/mol. Its HOMO-LUMO gap is 9.48 eV.

# 5
Density functional theory data (wB97M-V/def2-TZVPD) for the molecule C6H6N2.

Element x y z (Å)
C: -1.27 -0.42 -0.24
C: 0.18 -0.31 -0.21
C: 1.15 -1.26 -0.08
N: 2.43 -0.80 0.00
C: 2.39 0.46 -0.10
C: 0.93 0.96 -0.14
C: 0.20 2.12 0.39
N: 0.14 2.27 -0.84
H: -1.74 -1.45 -0.42
H: -1.71 0.40 -0.90
H: -1.82 -0.21 0.67
H: 1.08 -2.29 -0.34
H: 3.24 1.12 0.01
H: -0.03 2.27 1.40

The value obtained for the lowest unoccupied orbital energy is 0.25 eV. Its SMILES is CC1=CN=C[C@]12C=N2. The net charge is 0. As for the electronic energy: -9295.447 eV. As for the highest occupied orbital energy: -8.60 eV. The relative energy (zero: lowest compared OMol25 entry of this formula, charge and spin) is 318.2 kJ/mol. Its HOMO-LUMO gap is 8.85 eV.

# 6
Density functional theory data (wB97M-V/def2-TZVPD) for the ion C7H11N4 with charge +1.

Element x y z (Å)
C: -1.16 0.73 0.38
C: -0.94 0.46 1.64
C: 0.95 -1.79 -0.74
C: -0.23 -0.21 -1.82
C: -0.11 0.68 -0.59
C: -1.05 0.40 -2.88
C: 0.92 -0.80 2.73
N: 1.63 -0.93 -0.07
N: 0.20 -1.42 -1.80
N: 0.31 0.28 2.04
N: 1.12 0.26 0.05
H: -2.19 1.12 0.07
H: -1.82 0.25 2.27
H: 1.38 -2.78 -0.73
H: 0.05 1.64 -1.03
H: -0.76 0.18 -3.95
H: -1.19 1.53 -2.62
H: -2.07 -0.13 -2.72
H: 1.58 -0.20 3.39
H: 0.33 -1.61 3.28
H: 1.45 -1.40 1.95
H: 1.84 0.90 0.30

The value obtained for the lowest unoccupied orbital energy (alpha / beta) is -5.95 / -6.32 eV. The net charge is +1. As for the electronic energy: -13385.473 eV. As for the highest occupied orbital energy (alpha / beta): -12.93 / -13.14 eV. The relative energy (zero: lowest compared OMol25 entry of this formula, charge and spin) is 643.7 kJ/mol. Its HOMO-LUMO gap (alpha / beta) is 6.98 / 6.81 eV.

# 7
Density functional theory data (wB97M-V/def2-TZVPD) for the molecule C5H8O3.

Element x y z (Å)
C: -2.61 -0.28 0.12
O: -1.51 0.59 -0.28
C: -0.19 0.16 -0.20
C: 0.34 -1.05 -0.43
O: 1.68 -1.24 -0.46
C: 2.29 -0.24 0.43
O: 2.12 0.94 -0.32
C: 0.73 1.36 -0.27
H: -3.46 0.28 -0.23
H: -2.51 -0.64 1.19
H: -2.70 -1.11 -0.53
H: -0.21 -2.08 -0.52
H: 3.28 -0.55 0.40
H: 1.92 -0.14 1.44
H: 0.45 2.18 -0.98
H: 0.38 1.82 0.64

The value obtained for the lowest unoccupied orbital energy is 0.90 eV. Its SMILES is COC1=COCOC1. The net charge is 0. As for the electronic energy: -11453.949 eV. As for the highest occupied orbital energy: -8.19 eV. The relative energy (zero: lowest compared OMol25 entry of this formula, charge and spin) is 344.5 kJ/mol. Its HOMO-LUMO gap is 9.10 eV.

# 8
Density functional theory data (wB97M-V/def2-TZVPD) for the molecule C6H16ClNSi.

Element x y z (Å)
C: 1.97 0.59 1.61
C: 0.91 -0.51 1.64
Si: -0.16 -0.57 0.07
Cl: -1.70 -2.13 0.49
N: 0.79 -0.99 -1.29
C: 1.79 -2.04 -1.32
C: -1.10 1.05 -0.32
C: -2.05 1.42 0.82
C: -1.88 0.97 -1.63
H: 2.60 0.50 0.73
H: 1.50 1.57 1.58
H: 2.60 0.54 2.50
H: 0.28 -0.38 2.52
H: 1.41 -1.47 1.77
H: 0.36 -0.89 -2.20
H: 2.32 -2.05 -0.37
H: 1.35 -3.02 -1.48
H: 2.51 -1.84 -2.12
H: -0.37 1.85 -0.42
H: -2.80 0.65 0.95
H: -1.51 1.54 1.75
H: -2.56 2.36 0.59
H: -1.21 0.83 -2.48
H: -2.44 1.88 -1.80
H: -2.58 0.14 -1.61

The value obtained for the lowest unoccupied orbital energy is 0.85 eV. Its SMILES is CC[Si@](Cl)(NC)C(C)C. The net charge is 0. As for the electronic energy: -28374.566 eV. As for the highest occupied orbital energy: -9.47 eV. The relative energy (zero: lowest compared OMol25 entry of this formula, charge and spin) is 0.0 kJ/mol. Its HOMO-LUMO gap is 10.33 eV.